Record 1
A molecular structure, C52H45N2OP3S2W. Source: the Open Molecules 2025 dataset; level of theory: ωB97M-V/def2-TZVPD.

Positions of all 106 atoms, in Å:
W -0.045 0.481 -0.315
S -1.822 -0.963 -1.340
P -1.863 -1.788 0.528
C -0.541 -0.874 1.119
P 0.855 -0.910 2.135
S 1.554 0.960 1.648
C 0.504 -1.043 3.889
C 0.512 -2.300 4.497
C 0.156 -2.423 5.831
C -0.203 -1.299 6.562
C -0.202 -0.046 5.963
C 0.147 0.083 4.629
C 2.054 -2.162 1.663
C 1.649 -3.494 1.532
C 2.565 -4.455 1.140
C 3.880 -4.094 0.870
C 4.282 -2.774 0.998
C 3.373 -1.805 1.397
C -3.365 -1.396 1.418
C -4.578 -1.943 1.002
C -5.740 -1.624 1.683
C -5.690 -0.770 2.781
C -4.481 -0.229 3.197
C -3.313 -0.535 2.513
C -1.711 -3.569 0.492
C -2.034 -4.279 1.652
C -1.794 -5.642 1.710
C -1.247 -6.296 0.612
C -0.943 -5.593 -0.546
C -1.171 -4.227 -0.610
H 0.817 -3.180 3.947
H 0.173 -3.396 6.302
H -0.471 -1.397 7.605
H -0.464 0.831 6.539
H 0.160 1.066 4.176
H 0.623 -3.784 1.719
H 2.250 -5.485 1.041
H 4.592 -4.848 0.560
H 5.305 -2.492 0.786
H 3.692 -0.774 1.487
H -4.616 -2.618 0.156
H -6.684 -2.045 1.366
H -6.599 -0.532 3.316
H -4.447 0.428 4.056
H -2.365 -0.108 2.824
H -2.472 -3.769 2.503
H -2.046 -6.197 2.604
H -1.071 -7.363 0.656
H -0.534 -6.111 -1.403
H -0.933 -3.675 -1.510
O -1.140 2.359 1.938
N -1.317 2.117 0.588
C -2.431 2.616 0.195
C -3.037 2.705 -1.130
C -4.301 3.299 -1.120
C -4.970 3.581 -2.301
C -4.360 3.307 -3.511
C -3.102 2.718 -3.537
C -2.445 2.383 -2.362
P -0.787 1.673 -2.443
C -0.674 0.582 -3.874
C 0.600 0.259 -4.349
C 0.746 -0.664 -5.370
C -0.373 -1.282 -5.915
C -1.638 -0.980 -5.432
C -1.793 -0.055 -4.411
C 0.312 3.091 -2.695
C 0.584 3.917 -1.601
C 1.374 5.044 -1.758
C 1.898 5.355 -3.005
C 1.620 4.545 -4.097
C 0.825 3.417 -3.949
H -0.230 2.029 2.130
H -3.003 3.094 0.987
H -4.759 3.555 -0.173
H -5.950 4.037 -2.272
H -4.855 3.557 -4.440
H -2.630 2.522 -4.491
H 1.481 0.724 -3.926
H 1.735 -0.901 -5.739
H -0.257 -2.000 -6.716
H -2.509 -1.466 -5.850
H -2.784 0.155 -4.033
H 0.176 3.698 -0.622
H 1.579 5.680 -0.907
H 2.515 6.235 -3.129
H 2.012 4.796 -5.073
H 0.598 2.810 -4.813
C 3.575 2.072 -1.279
C 3.687 0.663 -1.784
C 4.885 0.234 -2.345
C 5.024 -1.052 -2.838
C 3.964 -1.948 -2.774
C 2.755 -1.574 -2.213
C 1.605 -2.529 -2.135
C 2.631 -0.260 -1.723
N 1.411 0.117 -1.194
H 3.669 2.782 -2.104
H 4.377 2.286 -0.572
H 2.628 2.264 -0.782
H 5.717 0.926 -2.397
H 5.964 -1.361 -3.277
H 4.079 -2.953 -3.160
H 1.889 -3.504 -2.530
H 0.748 -2.159 -2.704
H 1.281 -2.660 -1.100

Atoms 1-2, force components in eV/Å:
-0.010 0.154 0.161
-0.128 -0.007 0.015

Output
LUMO: -6.390 eV
charge: +2
HOMO-LUMO gap: 6.41 eV
relative energy (zero: lowest compared OMol25 entry of this formula, charge and spin): 0.00 kcal per mole
strongest force on any atom: 0.62 eV/Å

Results of the Mulliken charge analysis, in e, for atoms 1 through 99: -2.1507 -0.3384 1.9271 1.0729 1.0268 -0.4950 0.7835 -0.4642 -0.8475 -0.5514 -0.9016 -0.2997 1.3239 0.2793 -1.1744 -0.9762 -0.7446 -0.7577 0.3602 -0.7168 -0.7610 -0.5220 -0.9146 -0.0584 0.3716 -0.6725 -0.6699 -0.5992 -0.8112 -0.2119 0.4040 0.4572 0.4392 0.4643 0.3349 0.3380 0.4973 0.4476 0.4981 0.4483 0.4837 0.4449 0.4379 0.4847 0.3579 0.5025 0.4659 0.4469 0.4812 0.3720 -0.6750 0.9988 -0.9700 0.5999 -1.0429 -0.9106 -0.8557 -0.5101 1.2521 0.5155 1.1845 -1.5319 -0.8656 -0.8355 -1.0099 -0.7595 1.2225 -0.5428 -0.7496 -0.6538 -0.8962 -0.3616 0.2760 0.5235 0.4946 0.4480 0.4868 0.5452 0.7213 0.4884 0.4452 0.4963 0.5713 0.2761 0.4728 0.4350 0.4817 0.4835 -1.3018 0.6379 -0.9300 -1.0089 -1.0494 0.5519 -0.1647 1.2100 1.0694 0.3465 0.5060

Record 2
A molecular structure, C52H46BrCsI2N5OPSe. Source: the Open Molecules 2025 dataset; level of theory: ωB97M-V/def2-TZVPD.

Positions of all 110 atoms, in Å:
Cs 0.340 0.076 0.987
I 0.140 2.611 9.628
C 0.125 2.168 7.581
C -0.932 1.455 7.035
C -0.921 1.166 5.685
I -2.496 0.111 4.820
C 0.136 1.560 4.804
O 0.133 1.268 3.568
C 1.191 2.311 5.418
C 2.319 2.824 4.553
N 3.094 1.840 3.805
C 3.348 0.598 4.508
C 3.966 -0.419 3.583
C 5.020 -1.226 3.996
C 5.520 -2.181 3.127
C 4.963 -2.299 1.864
C 3.921 -1.443 1.533
N 3.430 -0.528 2.367
C 1.173 2.588 6.771
H -1.758 1.125 7.651
H 2.999 3.395 5.197
H 1.920 3.521 3.812
H 2.611 1.603 2.947
H 2.430 0.156 4.927
H 4.024 0.777 5.351
H 5.436 -1.098 4.988
H 6.338 -2.825 3.428
H 5.299 -3.039 1.150
H 3.466 -1.487 0.546
H 1.997 3.150 7.200
Br -1.363 -3.256 1.392
C -3.175 -2.802 1.791
C -3.899 -3.719 2.497
C -5.237 -3.425 2.833
C -5.785 -2.233 2.458
C -5.030 -1.279 1.729
C -5.600 -0.036 1.367
C -4.843 0.873 0.681
C -3.510 0.569 0.324
C -2.858 -0.616 0.621
C -3.674 -1.542 1.356
H -3.447 -4.653 2.803
H -5.816 -4.148 3.397
H -6.810 -1.991 2.722
H -6.626 0.176 1.652
H -5.273 1.836 0.411
H -2.966 1.348 -0.211
C -0.345 -3.879 -4.175
C 0.413 -2.956 -4.886
C 0.430 -1.622 -4.501
C -0.322 -1.196 -3.409
C -1.069 -2.128 -2.690
C -1.081 -3.463 -3.074
P -0.415 0.544 -2.828
C -1.925 0.994 -3.817
C -2.180 0.514 -5.102
C -3.338 0.858 -5.780
C -4.279 1.682 -5.175
C -4.046 2.160 -3.895
C -2.875 1.822 -3.224
C 0.888 1.419 -3.781
C 0.633 2.331 -4.805
C 1.659 3.066 -5.384
C 2.961 2.888 -4.927
C 3.228 1.989 -3.911
C 2.209 1.234 -3.311
H -0.344 -4.923 -4.466
H 1.010 -3.280 -5.730
H 1.045 -0.906 -5.035
H -1.625 -1.809 -1.811
H -1.654 -4.179 -2.498
H -1.463 -0.148 -5.575
H -3.512 0.471 -6.778
H -5.196 1.938 -5.693
H -4.792 2.775 -3.408
H -2.704 2.188 -2.218
H -0.381 2.480 -5.154
H 1.441 3.771 -6.178
H 3.773 3.461 -5.364
H 4.240 1.854 -3.549
C 4.403 -3.321 -2.731
N 3.511 -3.787 -1.691
C 2.155 -3.509 -1.677
C 1.680 -4.024 -0.529
N 2.774 -4.578 0.123
C 2.699 -5.180 1.435
C 3.926 -4.460 -0.584
Se 2.596 -0.017 -1.944
H 4.005 -3.587 -3.712
H 5.367 -3.800 -2.579
H 4.503 -2.235 -2.685
H 1.667 -2.943 -2.453
H 0.681 -4.030 -0.128
H 1.925 -5.949 1.458
H 2.475 -4.429 2.196
H 3.665 -5.627 1.649
C -3.195 5.040 -1.121
C -1.963 4.423 -0.522
C -1.965 3.904 0.763
C -0.810 3.322 1.269
N 0.332 3.249 0.581
C 0.324 3.734 -0.663
C -0.786 4.317 -1.253
H -4.002 5.096 -0.391
H -3.544 4.455 -1.973
H -2.988 6.048 -1.487
H -2.864 3.920 1.368
H -0.791 2.876 2.261
H 1.247 3.623 -1.223
H -0.733 4.658 -2.280

Atoms 1-2, force components in eV/Å:
-0.059 -0.201 -0.088
-0.001 0.010 0.048

Output
LUMO: 3.365 eV
charge: -2
HOMO-LUMO gap: 5.41 eV
relative energy (zero: lowest compared OMol25 entry of this formula, charge and spin): 0.00 kcal per mole
strongest force on any atom: 0.32 eV/Å

Results of the Mulliken charge analysis, in e, for atoms 1 through 99: 0.8092 -0.0637 -0.3756 -0.4573 -0.2273 0.1669 -0.0081 -0.4117 0.8698 -1.4514 -0.3105 0.1884 0.2601 -0.9234 -0.5245 -0.6884 -0.1892 0.1153 -0.4792 0.3459 0.4013 0.3559 0.2473 0.1475 0.2420 0.3458 0.4020 0.5085 0.2799 0.2989 -0.0594 0.5796 -0.6550 -0.6218 -0.8347 1.3370 -1.2564 -0.6922 0.0757 0.0362 -0.9030 0.3827 0.3468 0.3030 0.2464 0.4200 0.4215 -0.5188 -0.7173 -0.2188 0.7650 -0.8267 -0.4171 1.2306 -0.8441 0.1111 -0.7482 -0.6398 -0.6412 0.7801 0.0891 -0.4819 -0.6560 -0.6142 -0.5533 -0.2834 0.3234 0.3864 0.3495 0.2804 0.4223 0.3639 0.4032 0.3506 0.4251 -0.2956 0.3659 0.3406 0.3007 0.4001 -0.9071 0.8519 -1.2280 -1.0348 0.5835 -0.9927 -1.0082 -0.1426 0.2837 0.3310 0.2923 1.0981 0.6525 0.3558 0.3089 0.3312 -1.3795 1.0613 -0.7596

Q: The lowest LUMO belongs to which entry?
A: C52H45N2OP3S2W

Q: What is the strongest force on any atom in the second record?
A: 0.32 eV/Å

Q: Look up the LUMO of the first one.
A: -6.390 eV